{"formula": "C16H18BCl30N2O5S2", "method": "ωB97M-V with the def2-TZVPD basis set", "homo_lumo_gap_ev": 8.094, "charge": -1, "elements": ["C", "B", "O", "S", "O", "O", "N", "S", "O", "O", "C", "C", "C", "C", "N", "C", "H", "H", "H", "H", "H", "H", "H", "H", "C", "Cl", "Cl", "Cl", "H", "C", "Cl", "Cl", "Cl", "H", "C", "Cl", "Cl", "Cl", "H", "C", "Cl", "Cl", "Cl", "H", "C", "Cl", "Cl", "Cl", "H", "C", "Cl", "Cl", "Cl", "H", "C", "Cl", "Cl", "Cl", "H", "C", "Cl", "Cl", "Cl", "H", "C", "Cl", "Cl", "Cl", "H", "C", "Cl", "Cl", "Cl", "H"], "xyz": [[-1.696, 0.380, 1.087], [-0.427, 0.042, 1.931], [-0.464, -0.796, 3.010], [1.180, 0.882, 1.432], [0.991, 1.391, 0.081], [1.370, 1.938, 2.419], [2.394, -0.161, 1.583], [2.387, -1.292, 0.467], [3.389, -2.279, 0.810], [1.072, -1.884, 0.248], [2.947, -0.646, -1.099], [3.557, 0.590, -1.185], [3.941, 0.988, -2.462], [3.684, 0.131, -3.520], [3.125, -1.071, -3.428], [2.757, -1.454, -2.205], [-1.496, 0.171, 0.032], [-1.877, 1.459, 1.135], [-2.590, -0.155, 1.418], [-1.115, -1.488, 2.836], [3.705, 1.210, -0.312], [4.405, 1.950, -2.635], [3.958, 0.459, -4.521], [2.277, -2.425, -2.088], [1.591, -1.521, 5.330], [2.978, -0.484, 5.666], [2.116, -3.114, 4.803], [0.541, -1.642, 6.755], [1.021, -1.074, 4.525], [2.371, -5.267, -4.179], [2.968, -6.931, -4.095], [3.093, -4.257, -2.937], [2.655, -4.571, -5.775], [1.303, -5.289, -4.014], [-0.071, -0.547, -5.729], [-1.363, -0.627, -6.940], [0.929, -1.989, -5.777], [0.908, 0.905, -5.968], [-0.532, -0.481, -4.753], [3.848, -1.716, -9.111], [5.447, -1.103, -9.555], [3.614, -3.351, -9.743], [3.607, -1.679, -7.374], [3.108, -1.074, -9.570], [-5.565, 1.423, -0.273], [-4.239, 2.568, -0.417], [-5.993, 0.756, -1.852], [-5.165, 0.128, 0.862], [-6.427, 1.949, 0.115], [2.448, 2.247, 8.297], [2.419, 3.669, 9.357], [2.915, 0.814, 9.212], [0.895, 2.019, 7.515], [3.192, 2.418, 7.530], [-7.040, 6.066, 1.065], [-5.340, 6.327, 0.698], [-7.628, 4.592, 0.283], [-7.310, 5.999, 2.806], [-7.606, 6.898, 0.667], [-1.000, -7.609, -3.543], [-0.394, -9.266, -3.492], [-0.258, -6.627, -2.283], [-0.733, -6.896, -5.137], [-2.066, -7.636, -3.364], [-6.301, 4.268, -4.161], [-4.830, 5.187, -4.483], [-6.101, 2.584, -4.643], [-6.767, 4.403, -2.462], [-7.099, 4.692, -4.755], [1.749, 3.397, 13.090], [1.762, 4.797, 14.169], [2.235, 1.939, 13.957], [0.169, 3.190, 12.347], [2.469, 3.573, 12.301]], "forces_ev_per_angstrom": [[0.3, -0.1, -0.1], [-0.4, -0.3, -0.3], [0.4, -0.2, -0.4], [-0.1, 1.3, 0.6], [0.1, -0.4, -0.2], [0.0, -0.3, 0.3], [-0.2, 0.3, -0.8], [0.4, -1.8, 0.7], [0.2, 0.3, 0.0], [-0.3, 0.7, -0.2], [-0.4, 0.2, 0.9], [0.1, -0.1, -0.7], [-0.1, -0.1, 0.4], [0.3, 0.4, -0.5], [0.0, -0.1, 0.2], [-0.1, 0.5, 0.0], [-0.1, 0.0, 0.0], [-0.1, -0.1, 0.1], [0.2, 0.1, -0.1], [-0.2, 0.2, 0.4], [-0.1, -0.1, 0.0], [0.0, -0.1, 0.0], [0.0, -0.1, 0.0], [0.0, 0.8, 0.1], [0.1, 0.1, -0.1], [0.1, 0.0, 0.0], [0.0, 0.0, 0.0], [0.0, 0.0, 0.0], [0.0, 0.0, 0.0], [0.1, 0.1, 0.1], [0.0, 0.0, 0.0], [0.2, -0.9, -0.3], [0.1, -0.3, -0.1], [0.0, 0.0, 0.0], [0.1, 0.0, 0.0], [0.0, 0.0, 0.0], [-0.5, 0.1, 0.2], [0.0, 0.0, 0.0], [0.0, 0.0, 0.0], [0.0, 0.0, 0.1], [0.0, 0.0, 0.0], [0.0, 0.0, 0.0], [0.3, 0.1, -0.2], [0.0, 0.0, 0.0], [0.1, -0.1, 0.0], [0.0, 0.0, 0.0], [0.0, -0.1, 0.2], [-0.2, 0.1, 0.0], [0.0, 0.0, 0.0], [-0.1, -0.2, 0.0], [0.0, 0.1, 0.0], [0.0, 0.0, 0.0], [0.0, 0.1, 0.0], [0.0, 0.0, 0.0], [0.1, 0.0, 0.0], [0.0, 0.0, 0.0], [-0.3, 0.0, 0.5], [0.0, 0.0, 0.0], [0.0, 0.0, 0.0], [0.1, 0.0, 0.0], [0.0, 0.0, 0.0], [-0.1, 0.0, 0.1], [0.0, 0.0, 0.0], [0.0, 0.0, 0.0], [0.0, 0.0, 0.0], [0.0, 0.0, 0.0], [0.0, 0.1, -0.2], [0.2, 0.0, -0.6], [0.0, 0.0, 0.0], [0.0, 0.0, 0.0], [0.0, 0.0, 0.0], [0.0, 0.0, 0.0], [0.0, 0.0, 0.0], [0.0, 0.0, 0.0]]}

=====

{"formula": "C16H18BF3IN2O6P", "method": "ωB97M-V with the def2-TZVPD basis set", "homo_lumo_gap_ev": 6.516, "elements": ["C", "C", "P", "C", "C", "C", "C", "C", "C", "F", "N", "C", "C", "N", "C", "O", "C", "C", "C", "O", "I", "H", "H", "H", "H", "H", "H", "H", "H", "H", "H", "H", "H", "H", "H", "H", "H", "H", "H", "B", "O", "C", "O", "C", "O", "O", "F", "F"], "xyz": [[-1.354, -3.082, 1.487], [-0.365, -2.281, 2.388], [0.733, -0.984, 1.620], [1.083, -1.384, -0.179], [-0.164, 0.683, 1.518], [-1.379, 0.905, 0.861], [-2.142, -0.215, 0.175], [-3.065, 0.211, -1.014], [-4.353, -0.671, -1.047], [-4.249, -1.616, -2.053], [-1.892, 2.144, 0.879], [-1.284, 3.183, 1.460], [-0.086, 3.046, 2.124], [0.503, 4.212, 2.724], [0.755, 5.058, 1.852], [1.173, 5.822, 1.080], [0.505, 1.766, 2.191], [1.810, 1.613, 2.976], [3.106, 2.069, 2.237], [4.029, 2.390, 2.902], [3.329, 2.152, 0.105], [-1.300, -4.151, 1.744], [-2.392, -2.774, 1.722], [-1.239, -2.974, 0.402], [-0.950, -1.823, 3.208], [0.305, -3.008, 2.879], [1.047, -0.428, -0.733], [2.126, -1.705, -0.214], [0.371, -2.078, -0.642], [-2.751, -0.700, 0.959], [-1.390, -0.907, -0.229], [-3.287, 1.285, -1.085], [-2.530, -0.056, -1.944], [-5.197, -0.010, -1.304], [-4.565, -1.146, -0.076], [-2.784, 2.363, 0.448], [-1.761, 4.164, 1.425], [1.932, 0.593, 3.369], [1.748, 2.265, 3.868], [3.365, -1.300, -5.295], [2.010, -1.867, -5.029], [1.867, -1.988, -3.730], [0.882, -2.413, -3.175], [3.127, -1.505, -3.046], [3.311, -1.484, -1.851], [3.987, -1.110, -3.951], [3.254, -0.072, -5.952], [4.121, -2.191, -6.055]], "forces_ev_per_angstrom": [[-0.6, -0.1, 0.6], [-0.9, -0.3, -0.6], [0.9, 0.1, -0.1], [-0.7, 0.7, 0.9], [0.5, 0.1, 0.8], [0.3, -0.6, -0.1], [-0.1, 1.0, -0.3], [0.2, -1.3, 0.0], [-0.1, 1.4, -0.3], [0.0, 0.0, 0.5], [-0.1, 0.4, 0.0], [0.3, 0.8, 0.6], [-0.3, -0.4, 0.0], [-0.4, -0.1, -1.2], [1.7, 0.6, -0.2], [-1.0, -0.6, 0.9], [-0.2, -0.7, -0.2], [-0.8, 0.4, -0.2], [-0.1, -0.1, 0.9], [0.2, 0.0, 0.0], [-0.5, -0.2, 0.2], [0.0, 0.3, -0.3], [0.4, -0.2, -0.2], [0.3, -0.1, 0.4], [0.5, 0.0, -0.3], [0.0, 0.6, -0.3], [0.1, -0.4, 0.2], [-0.5, -0.3, -0.2], [0.5, 0.0, 0.0], [0.4, 0.0, -0.3], [-0.4, 0.1, 0.5], [-0.1, -0.4, 0.2], [-0.2, 0.4, 0.3], [0.1, -0.4, 0.1], [0.2, -0.1, -0.4], [0.1, -0.4, -0.1], [-0.1, -0.5, -0.1], [0.1, 0.3, -0.6], [0.1, -0.1, -0.5], [0.7, 0.3, -1.5], [0.1, 0.1, 0.7], [-1.2, -0.5, -0.8], [0.1, 0.1, 0.3], [1.3, 0.4, 0.4], [0.1, 0.0, -0.2], [-0.6, -0.2, 0.3], [-0.1, -0.3, 0.3], [-0.2, 0.2, 0.3]]}

=====

{"formula": "C16H18BaNOS3Si", "method": "ωB97M-V with the def2-TZVPD basis set", "homo_lumo_gap_ev": 5.296, "charge": -1, "elements": ["Ba", "C", "Si", "C", "C", "N", "C", "C", "C", "C", "C", "C", "O", "C", "C", "C", "C", "C", "C", "H", "H", "H", "H", "H", "H", "H", "H", "H", "H", "H", "H", "H", "H", "H", "H", "H", "H", "S", "C", "S", "S"], "xyz": [[1.511, 1.327, 1.321], [2.849, 2.469, -1.930], [1.571, 1.269, -2.599], [0.476, 2.155, -3.789], [2.514, -0.121, -3.383], [0.658, 0.720, -1.180], [-0.271, -0.272, -1.250], [-0.710, -0.914, -2.457], [-1.594, -1.971, -2.414], [-2.078, -2.483, -1.228], [-1.712, -1.913, -0.020], [-0.897, -0.790, -0.039], [-0.550, -0.221, 1.210], [-1.419, -0.284, 2.302], [-2.696, 0.231, 2.137], [-3.653, -0.043, 3.114], [-3.257, -0.734, 4.257], [-1.968, -1.207, 4.442], [-1.007, -0.948, 3.450], [3.465, 2.871, -2.750], [3.552, 2.000, -1.227], [2.381, 3.343, -1.442], [1.083, 2.514, -4.634], [0.019, 3.030, -3.304], [-0.322, 1.533, -4.205], [3.104, 0.262, -4.236], [1.896, -0.945, -3.749], [3.219, -0.537, -2.652], [-0.353, -0.556, -3.420], [-1.914, -2.421, -3.345], [-2.761, -3.327, -1.255], [-2.060, -2.314, 0.915], [-2.992, 0.726, 1.216], [-4.685, 0.276, 2.994], [-3.992, -0.931, 5.030], [-1.715, -1.752, 5.335], [-0.016, -1.358, 3.558], [4.615, -0.169, 5.000], [3.576, 0.337, 3.795], [2.440, 1.616, 4.206], [3.694, -0.466, 2.226]], "forces_ev_per_angstrom": [[0.8, 0.2, 0.1], [0.2, 0.5, 0.0], [-1.0, -0.9, 2.2], [-0.1, 0.6, -0.8], [0.6, -0.2, -0.6], [0.4, 0.3, -0.7], [-0.2, -0.1, 0.5], [0.1, 0.3, 0.9], [0.0, -0.1, -0.4], [-0.5, -0.6, 0.0], [0.4, 0.8, -0.6], [-0.2, -0.6, -0.5], [0.5, 0.5, 0.0], [0.0, -0.4, -0.9], [-0.8, -0.3, 0.3], [0.7, 0.2, 0.1], [-0.6, -0.2, 0.3], [0.3, 0.9, -0.9], [-0.8, -0.4, 0.3], [-0.1, -0.1, 0.2], [-0.2, 0.0, -0.1], [0.1, -0.3, -0.1], [-0.2, 0.1, 0.1], [0.1, -0.2, -0.1], [0.1, 0.1, 0.1], [-0.1, -0.2, 0.2], [0.0, 0.1, 0.1], [-0.1, 0.1, -0.1], [0.0, 0.0, 0.3], [0.0, -0.1, -0.1], [0.1, 0.0, 0.1], [-0.1, 0.0, 0.2], [0.3, -0.1, 0.1], [0.2, 0.0, 0.0], [-0.1, 0.0, 0.0], [0.2, -0.1, 0.1], [0.3, 0.1, -0.2], [0.1, -0.1, 0.0], [0.3, -0.2, 0.4], [-0.2, -0.1, -0.6], [-0.4, 0.5, 0.0]]}

=====

{"formula": "C16H18Cl30N3O4S2", "method": "ωB97M-V with the def2-TZVPD basis set", "homo_lumo_gap_ev": 8.443, "charge": -1, "elements": ["N", "C", "S", "O", "O", "N", "S", "O", "O", "C", "C", "C", "N", "C", "C", "H", "H", "H", "H", "H", "H", "H", "H", "C", "Cl", "Cl", "Cl", "H", "C", "Cl", "Cl", "Cl", "H", "C", "Cl", "Cl", "Cl", "H", "C", "Cl", "Cl", "Cl", "H", "C", "Cl", "Cl", "Cl", "H", "C", "Cl", "Cl", "Cl", "H", "C", "Cl", "Cl", "Cl", "H", "C", "Cl", "Cl", "Cl", "H", "C", "Cl", "Cl", "Cl", "H", "C", "Cl", "Cl", "Cl", "H"], "xyz": [[0.479, -1.870, 1.347], [-0.181, -1.429, 0.095], [0.005, 0.351, -0.234], [-0.779, 0.761, -1.408], [1.415, 0.540, -0.603], [-0.263, 1.312, 1.078], [-1.648, 0.961, 1.911], [-1.348, 0.228, 3.143], [-2.242, 2.248, 2.296], [-2.948, 0.132, 0.952], [-3.452, -1.145, 1.349], [-4.507, -1.740, 0.613], [-5.186, -1.285, -0.460], [-4.647, -0.098, -0.813], [-3.607, 0.650, -0.214], [-0.075, -1.553, 2.149], [0.338, -2.888, 1.336], [-1.231, -1.792, 0.008], [0.364, -1.947, -0.728], [-3.025, -1.657, 2.228], [-4.849, -2.727, 0.973], [-5.111, 0.360, -1.714], [-3.306, 1.626, -0.629], [3.233, 3.449, 0.288], [4.658, 3.183, 1.303], [2.207, 4.717, 0.962], [3.715, 3.841, -1.371], [2.657, 2.524, 0.269], [-2.014, -1.746, -3.901], [-2.996, -0.791, -2.777], [-0.317, -1.760, -3.426], [-2.640, -3.401, -4.021], [-2.083, -1.290, -4.882], [-2.241, 3.994, 4.881], [-0.648, 4.336, 4.218], [-2.105, 3.140, 6.425], [-3.172, 5.489, 5.079], [-2.766, 3.351, 4.180], [2.365, -0.452, 4.640], [2.164, -0.083, 2.931], [1.266, -1.749, 5.132], [4.046, -0.891, 4.997], [2.120, 0.437, 5.211], [-0.293, 3.285, -2.808], [0.086, 3.814, -4.458], [0.731, 4.117, -1.637], [-2.003, 3.559, -2.448], [-0.097, 2.220, -2.735], [-2.348, -5.060, -0.530], [-0.748, -4.906, -1.268], [-2.249, -5.987, 0.973], [-3.062, -3.463, -0.227], [-2.991, -5.598, -1.219], [-5.971, 5.319, -2.636], [-4.907, 4.203, -1.781], [-5.380, 6.978, -2.493], [-6.123, 4.859, -4.336], [-6.954, 5.269, -2.181], [5.020, -1.163, -0.714], [3.661, -2.205, -0.291], [5.826, -1.744, -2.177], [4.462, 0.492, -0.922], [5.734, -1.183, 0.101], [3.901, -1.938, -5.961], [2.773, -3.266, -6.263], [3.623, -1.233, -4.372], [5.573, -2.499, -6.112], [3.731, -1.173, -6.710], [7.170, -3.629, 4.128], [8.108, -2.601, 5.218], [6.854, -2.796, 2.606], [8.011, -5.158, 3.840], [6.219, -3.847, 4.600]], "forces_ev_per_angstrom": [[-1.1, -0.3, -0.5], [-0.1, -1.2, 0.0], [2.2, 2.4, -1.7], [-0.9, -1.1, 1.4], [-0.4, -0.5, 1.3], [-2.0, -2.7, -0.8], [1.0, 3.1, 2.3], [-0.3, -1.2, -1.6], [-0.1, -0.7, -1.2], [-1.7, -1.7, -1.3], [0.3, 1.4, -0.3], [-1.4, -0.4, 1.5], [2.4, 1.5, 1.5], [-0.8, 1.4, -0.8], [0.5, -0.3, 1.2], [0.2, 0.2, -0.1], [0.3, 0.3, 0.1], [0.5, 0.9, 0.0], [-0.3, 0.8, 0.3], [-0.3, 0.3, -0.6], [-0.1, 1.0, 0.1], [0.3, -0.2, 0.7], [-0.2, -0.7, 0.1], [-0.1, -0.2, 0.0], [0.0, 0.1, 0.0], [0.2, 0.0, 0.2], [0.6, -0.1, 0.3], [0.0, 0.1, -0.1], [0.0, 0.3, 0.1], [0.6, -0.6, -0.8], [-0.1, 0.0, -0.2], [-0.1, 0.0, -0.1], [0.0, -0.1, 0.1], [0.1, -0.1, -0.2], [-0.1, 0.0, 0.1], [0.0, 0.0, 0.0], [0.0, 0.0, 0.0], [0.1, 0.0, 0.0], [-0.1, 0.2, -0.5], [0.3, 0.2, 0.5], [0.0, 0.0, 0.0], [0.1, 0.0, 0.1], [0.0, -0.1, 0.0], [0.1, 0.0, 0.2], [0.0, 0.0, -0.1], [-0.9, -0.1, -0.4], [0.3, 0.0, -0.2], [-0.1, 0.1, 0.1], [0.2, 0.2, -0.2], [0.0, -0.1, 0.1], [0.0, 0.0, 0.0], [1.2, -2.0, -0.8], [0.1, 0.0, 0.0], [0.1, -0.1, 0.0], [-0.4, 0.1, 0.1], [-0.1, 0.0, 0.0], [0.0, 0.0, 0.0], [0.1, 0.0, -0.1], [-0.2, 0.1, 0.1], [0.1, -0.1, 0.1], [0.4, -0.1, 0.3], [0.3, -0.1, -0.2], [-0.1, 0.0, -0.1], [-0.1, 0.1, 0.2], [0.0, 0.0, 0.0], [-0.3, 0.1, -0.4], [0.0, 0.0, 0.0], [0.0, -0.1, 0.0], [0.0, 0.1, -0.1], [-0.1, 0.0, 0.0], [0.0, -0.1, 0.1], [-0.1, 0.0, 0.0], [0.1, 0.0, 0.0]]}